[1]
Molecular formula: C35H86ClN6O11
Method: DFT, wB97M-V/def2-TZVPD

Properties
2S+1: 1
Energy above the lowest of the compared OMol25 structures with the same formula, charge and spin, kcal/mol: 81.80
Energy, Eh: -3001.01468
Charge: -1
LUMO energy, Ha: 0.0751
HOMO-LUMO gap, eV: 8.07

Each line ends with the Mulliken charge.
Positions of all 139 atoms, in Å:
Cl: -12.806 25.287 -6.945  1.584
O: -12.095 24.172 -7.458  -0.637
O: -13.890 25.607 -7.875  -0.662
O: -13.163 25.065 -5.581  -0.614
O: -11.898 26.423 -7.075  -0.679
C: -13.453 22.575 -14.846  -1.835
C: -13.783 21.873 -13.551  1.781
C: -14.433 20.532 -13.894  -1.255
C: -13.473 19.414 -14.440  -0.755
C: -12.354 19.248 -13.372  -1.234
C: -11.560 20.535 -13.050  1.463
N: -12.527 21.615 -12.733  0.399
O: -11.864 22.806 -12.257  -0.473
C: -10.781 20.142 -11.777  -1.878
C: -10.556 20.871 -14.162  -1.715
C: -14.741 22.701 -12.688  -1.925
H: -13.162 21.847 -15.603  0.411
H: -12.650 23.310 -14.804  0.285
H: -14.374 23.000 -15.245  0.438
H: -14.930 20.060 -13.046  0.327
H: -15.250 20.666 -14.602  0.392
H: -13.077 19.511 -15.451  0.360
H: -14.026 18.475 -14.463  0.417
H: -11.694 18.434 -13.672  0.456
H: -12.788 18.929 -12.425  0.455
H: -11.562 19.996 -11.031  0.491
H: -10.336 19.151 -11.871  0.359
H: -9.965 20.811 -11.504  0.361
H: -10.022 21.776 -13.870  0.384
H: -9.840 20.091 -14.416  0.364
H: -11.168 21.216 -14.996  0.352
H: -14.312 23.622 -12.294  0.448
H: -14.992 22.176 -11.767  0.414
H: -15.678 22.977 -13.172  0.377
H: -12.111 22.807 -11.329  0.340
C: -8.766 32.173 -9.558  -1.978
C: -8.884 32.804 -8.179  2.064
C: -7.808 32.267 -7.222  -1.331
C: -7.717 33.080 -5.887  -0.600
C: -7.367 34.503 -6.361  -1.445
C: -8.426 35.220 -7.300  1.779
N: -8.823 34.276 -8.414  -0.027
O: -9.806 34.809 -9.156  -0.430
C: -9.638 35.675 -6.399  -1.688
C: -7.744 36.460 -7.920  -1.806
C: -10.161 32.326 -7.618  -2.055
H: -7.873 32.553 -10.054  0.493
H: -9.557 32.376 -10.280  0.307
H: -8.587 31.102 -9.466  0.405
H: -8.108 31.245 -6.992  0.560
H: -6.838 32.191 -7.713  0.299
H: -6.986 32.645 -5.205  0.385
H: -8.605 33.074 -5.255  0.310
H: -6.426 34.492 -6.912  0.391
H: -7.109 35.174 -5.541  0.546
H: -9.370 35.789 -5.349  0.342
H: -10.083 36.607 -6.747  0.412
H: -10.415 34.923 -6.256  0.353
H: -6.695 36.273 -8.152  0.347
H: -8.209 36.857 -8.822  0.403
H: -7.904 37.350 -7.311  0.411
H: -10.435 32.992 -6.799  0.337
H: -10.222 31.305 -7.241  0.402
H: -11.018 32.411 -8.286  0.421
H: -10.591 34.493 -8.703  0.390
C: -9.900 19.678 -5.756  -0.517
O: -10.966 20.360 -5.180  -0.498
H: -10.273 18.719 -6.116  0.217
H: -9.487 20.284 -6.563  0.243
H: -9.072 19.505 -5.070  0.214
H: -11.112 21.171 -5.674  0.340
C: -19.128 24.627 -7.474  -1.354
C: -19.381 24.586 -5.905  0.461
C: -18.101 24.847 -5.029  -0.659
O: -18.361 24.810 -3.563  -0.382
C: -17.197 24.551 -2.785  -0.633
N: -20.404 25.592 -5.666  -0.736
H: -18.689 25.488 -7.979  0.358
H: -20.067 24.491 -8.011  0.419
H: -18.552 23.729 -7.697  0.241
H: -19.689 23.545 -5.811  0.321
H: -17.713 25.856 -5.171  0.247
H: -17.347 24.116 -5.322  0.375
H: -16.914 23.499 -2.829  0.257
H: -17.207 24.791 -1.722  0.274
H: -16.392 25.148 -3.212  0.263
H: -20.120 26.473 -6.069  0.273
H: -21.217 25.388 -6.230  0.280
C: -15.765 19.576 -8.001  -1.369
C: -17.119 19.432 -7.280  0.779
C: -17.726 18.118 -7.436  -0.770
O: -17.838 17.767 -8.788  -0.353
C: -19.058 18.198 -9.349  -0.695
N: -16.962 19.828 -5.891  -0.689
H: -15.273 20.473 -7.625  0.459
H: -15.910 19.589 -9.081  0.283
H: -15.090 18.778 -7.693  0.292
H: -17.778 20.198 -7.688  -0.033
H: -18.700 17.969 -6.970  0.381
H: -17.021 17.393 -7.030  0.348
H: -19.158 18.084 -10.428  0.282
H: -19.051 19.273 -9.168  0.286
H: -19.979 17.766 -8.956  0.277
H: -16.554 19.041 -5.407  0.260
H: -16.265 20.544 -5.739  0.264
C: -8.892 25.599 -1.957  -1.510
C: -7.867 25.957 -3.010  0.445
C: -7.661 24.798 -4.009  -0.646
O: -6.504 25.025 -4.833  -0.363
C: -6.465 24.127 -5.993  -0.689
N: -8.324 27.133 -3.631  -0.753
H: -9.148 26.417 -1.284  0.402
H: -8.399 24.847 -1.340  0.386
H: -9.816 25.266 -2.429  0.317
H: -6.959 26.229 -2.473  0.299
H: -8.446 24.784 -4.766  0.310
H: -7.575 23.834 -3.507  0.394
H: -7.305 24.414 -6.626  0.315
H: -6.529 23.089 -5.668  0.276
H: -5.523 24.258 -6.525  0.243
H: -9.232 26.961 -4.039  0.273
H: -7.728 27.128 -4.446  0.307
C: -13.367 30.209 -3.464  -1.369
C: -14.481 30.961 -4.171  0.398
C: -15.180 30.271 -5.334  -0.820
O: -16.465 30.767 -5.797  -0.370
C: -16.314 32.013 -6.464  -0.734
N: -15.464 31.297 -3.167  -0.735
H: -12.711 29.702 -4.172  0.383
H: -13.830 29.516 -2.762  0.337
H: -12.763 30.963 -2.960  0.314
H: -14.021 31.873 -4.553  0.301
H: -15.329 29.224 -5.067  0.435
H: -14.446 30.272 -6.140  0.392
H: -17.309 32.211 -6.862  0.276
H: -15.657 31.970 -7.333  0.294
H: -16.102 32.862 -5.814  0.298
H: -15.843 30.394 -2.919  0.302
H: -16.191 31.747 -3.705  0.295



[2]
Molecular formula: C35H87Cu2N6O14
Method: DFT, wB97M-V/def2-TZVPD

Properties
2S+1: 3
Energy above the lowest of the compared OMol25 structures with the same formula, charge and spin, kcal/mol: 33.00
Energy, Eh: -6047.43416
Charge: +3
LUMO energy (spin up / spin down), Ha: -0.2870 / -0.3978
HOMO-LUMO gap (spin up / spin down), eV: 6.23 / 3.22

Each line ends with the Mulliken spin population.
Positions of all 144 atoms, in Å:
Cu: -16.960 -16.515 -9.822  0.673
Cu: -15.861 -19.842 -6.978  0.000
O: -19.359 -20.106 -9.619  -0.001
C: -18.331 -19.408 -9.162  0.003
O: -18.238 -18.162 -9.436  0.083
O: -17.485 -19.993 -8.440  0.010
H: -19.482 -20.891 -8.989  0.000
C: -19.167 -14.131 -8.986  0.001
O: -18.720 -15.176 -9.840  -0.007
C: -19.473 -15.298 -11.059  0.003
C: -18.818 -16.260 -12.059  -0.007
N: -17.357 -16.477 -11.923  0.194
C: -16.494 -15.378 -12.433  -0.007
C: -16.317 -14.173 -11.585  -0.004
O: -16.047 -14.649 -10.266  0.039
C: -15.617 -13.666 -9.331  -0.001
H: -18.422 -13.988 -8.204  0.000
H: -20.094 -14.447 -8.502  0.000
H: -19.319 -13.163 -9.468  0.000
H: -19.527 -14.279 -11.458  0.000
H: -20.509 -15.572 -10.860  0.001
H: -19.136 -16.021 -13.076  0.006
H: -19.214 -17.261 -11.855  0.003
H: -17.175 -17.220 -12.596  -0.003
H: -16.803 -15.105 -13.446  0.010
H: -15.526 -15.887 -12.503  0.001
H: -17.221 -13.555 -11.642  0.000
H: -15.507 -13.552 -11.969  0.001
H: -16.428 -12.974 -9.088  -0.001
H: -14.757 -13.126 -9.726  0.004
H: -15.366 -14.154 -8.389  0.002
C: -13.280 -19.144 -15.872  0.000
O: -14.013 -19.208 -14.679  0.000
C: -13.457 -20.047 -13.690  0.000
C: -14.547 -20.213 -12.619  -0.001
N: -15.731 -20.826 -13.191  0.000
C: -16.717 -21.099 -12.179  0.002
C: -18.064 -21.529 -12.709  0.000
O: -18.087 -22.746 -13.411  0.000
C: -19.302 -22.932 -14.108  0.000
H: -13.436 -20.031 -16.497  0.000
H: -12.203 -19.011 -15.722  0.000
H: -13.613 -18.302 -16.480  0.000
H: -12.557 -19.583 -13.273  0.000
H: -13.210 -21.027 -14.115  0.000
H: -14.824 -19.206 -12.281  -0.002
H: -14.031 -20.704 -11.779  0.000
H: -15.415 -21.624 -13.729  0.000
H: -16.869 -20.212 -11.563  -0.005
H: -16.322 -21.896 -11.527  0.000
H: -18.499 -20.756 -13.354  0.000
H: -18.707 -21.524 -11.817  0.000
H: -20.123 -22.823 -13.389  0.000
H: -19.341 -23.988 -14.380  0.000
H: -19.411 -22.344 -15.020  0.000
C: -24.906 -21.577 -9.544  -0.001
O: -24.705 -22.685 -8.705  0.000
C: -24.968 -22.391 -7.329  0.000
C: -23.916 -21.515 -6.684  -0.002
N: -22.605 -22.153 -6.801  0.001
C: -21.560 -21.219 -6.406  -0.001
C: -20.224 -21.935 -6.582  0.000
O: -19.935 -22.140 -7.947  0.000
C: -18.729 -22.878 -8.118  0.000
H: -24.100 -20.852 -9.368  0.002
H: -25.831 -21.032 -9.298  0.000
H: -24.973 -21.834 -10.598  0.000
H: -24.947 -23.397 -6.908  0.000
H: -25.989 -22.001 -7.221  0.000
H: -24.205 -21.489 -5.627  0.000
H: -23.951 -20.490 -7.080  -0.001
H: -22.527 -22.496 -7.753  0.000
H: -21.654 -20.965 -5.349  0.000
H: -21.561 -20.304 -7.015  0.001
H: -20.278 -22.869 -6.011  0.000
H: -19.409 -21.392 -6.082  0.000
H: -18.609 -23.096 -9.179  0.000
H: -18.790 -23.844 -7.610  0.000
H: -17.831 -22.381 -7.745  0.000
C: -26.690 -19.844 -3.818  0.001
O: -26.529 -19.283 -5.114  0.002
C: -27.149 -18.023 -5.216  0.019
C: -26.981 -17.543 -6.661  0.026
N: -25.549 -17.441 -6.950  0.821
C: -25.193 -16.949 -8.270  0.029
C: -23.706 -16.563 -8.364  0.025
O: -22.832 -17.659 -8.277  0.003
C: -21.480 -17.287 -8.434  -0.004
H: -27.715 -20.210 -3.724  0.000
H: -26.494 -19.166 -2.982  0.000
H: -25.979 -20.662 -3.714  0.000
H: -26.770 -17.326 -4.467  -0.001
H: -28.237 -18.126 -5.123  -0.001
H: -27.380 -16.524 -6.667  0.008
H: -27.468 -18.199 -7.390  0.050
H: -25.220 -18.409 -6.775  -0.023
H: -25.754 -16.022 -8.396  0.010
H: -25.455 -17.661 -9.059  0.034
H: -23.511 -15.865 -7.542  0.002
H: -23.556 -15.988 -9.283  0.001
H: -20.877 -18.188 -8.491  0.001
H: -21.063 -16.679 -7.621  -0.001
H: -21.357 -16.664 -9.324  -0.001
C: -14.082 -25.835 -8.285  0.000
O: -14.754 -24.590 -8.261  0.000
C: -14.140 -23.589 -9.042  0.000
C: -14.845 -22.253 -8.819  0.001
N: -14.709 -21.771 -7.426  0.000
C: -13.357 -21.536 -6.937  0.000
C: -13.360 -20.923 -5.542  0.000
O: -14.131 -19.724 -5.490  0.000
C: -14.012 -19.035 -4.245  0.000
H: -14.621 -26.553 -7.674  0.000
H: -13.089 -25.711 -7.839  0.000
H: -13.975 -26.226 -9.300  0.000
H: -14.255 -23.878 -10.091  0.000
H: -13.078 -23.529 -8.788  0.000
H: -15.926 -22.340 -8.930  0.000
H: -14.508 -21.523 -9.553  -0.001
H: -15.102 -22.475 -6.803  0.000
H: -12.860 -20.855 -7.636  0.000
H: -12.736 -22.436 -6.951  0.000
H: -12.329 -20.622 -5.343  0.000
H: -13.643 -21.725 -4.853  0.000
H: -14.493 -19.550 -3.412  0.000
H: -14.526 -18.088 -4.397  0.000
H: -12.966 -18.849 -4.001  0.000
C: -22.702 -17.713 -12.351  -0.001
C: -22.265 -19.165 -12.312  0.000
C: -22.213 -19.743 -13.748  0.000
O: -23.447 -19.806 -14.406  0.000
C: -24.137 -21.040 -14.270  0.000
N: -20.846 -19.147 -11.877  0.000
H: -22.705 -17.241 -11.363  0.001
H: -23.715 -17.593 -12.750  0.000
H: -22.018 -17.135 -12.973  0.000
H: -22.835 -19.819 -11.652  0.000
H: -21.748 -20.736 -13.754  0.000
H: -21.608 -19.047 -14.336  0.000
H: -23.583 -21.844 -14.762  0.000
H: -25.136 -20.906 -14.669  0.000
H: -24.182 -21.325 -13.211  0.000
H: -20.319 -19.708 -12.537  0.000
H: -20.721 -19.493 -10.938  0.001



[3]
Molecular formula: C35H91N7O15
Method: DFT, wB97M-V/def2-TZVPD

Properties
2S+1: 1
SMILES string: COCCNCCOC.COCCNCCOC.COCCNCCOC.COCCNCCOC.COCCNCCOC.NC(N)=O.OCCO.OCCO
Energy above the lowest of the compared OMol25 structures with the same formula, charge and spin, kcal/mol: 121.58
Energy, Eh: -2899.51230
LUMO energy, Ha: 0.0192
HOMO-LUMO gap, eV: 8.79

Each line ends with the Mulliken charge.
Positions of all 148 atoms, in Å:
C: -1.717 3.218 -0.380  -0.142
O: -2.222 4.528 -0.468  -0.437
C: -2.749 4.887 -1.705  -0.876
C: -4.215 4.613 -1.903  -0.367
N: -4.481 4.645 -3.369  -0.211
C: -5.772 4.049 -3.719  -0.331
C: -6.223 4.564 -5.084  -0.886
O: -6.533 5.980 -5.079  -0.332
C: -7.832 6.300 -5.346  -0.813
H: -2.334 2.368 -0.671  -0.014
H: -1.544 3.223 0.696  0.111
H: -0.738 3.179 -0.857  0.314
H: -2.160 4.375 -2.466  0.412
H: -2.454 5.917 -1.907  0.397
H: -4.590 5.481 -1.360  0.205
H: -4.399 3.679 -1.373  0.375
H: -4.391 5.569 -3.769  0.285
H: -6.594 4.141 -3.008  0.341
H: -5.698 2.963 -3.776  0.202
H: -7.073 4.029 -5.507  0.491
H: -5.435 4.314 -5.794  0.338
H: -8.062 6.286 -6.411  0.284
H: -7.827 7.287 -4.884  0.275
H: -8.616 5.759 -4.816  0.370
C: -4.168 -0.295 -1.819  -0.949
O: -2.870 0.200 -2.177  -0.020
C: -2.074 -0.667 -3.027  -0.320
C: -0.933 0.209 -3.861  -0.947
N: -0.285 -0.356 -4.911  -0.255
C: 0.891 -1.080 -4.506  0.733
C: 1.193 -2.139 -5.610  -1.110
O: 2.487 -2.574 -5.784  -0.230
C: 2.702 -3.562 -6.817  -0.858
H: -4.613 -0.866 -2.633  0.475
H: -4.878 0.484 -1.542  0.237
H: -4.178 -0.912 -0.920  0.229
H: -2.820 -1.299 -3.507  0.426
H: -1.640 -1.302 -2.255  0.147
H: -0.331 0.535 -3.013  -0.006
H: -1.368 1.092 -4.329  0.502
H: -0.922 -0.983 -5.383  0.327
H: 0.858 -1.638 -3.569  -0.306
H: 1.790 -0.473 -4.401  0.160
H: 0.955 -1.583 -6.517  0.461
H: 0.438 -2.916 -5.729  0.425
H: 3.756 -3.769 -6.628  0.268
H: 2.621 -3.271 -7.864  0.313
H: 2.241 -4.538 -6.672  0.348
C: 1.831 -9.414 4.469  -0.841
O: 1.410 -8.049 4.057  -0.350
C: 1.727 -7.851 2.668  -0.809
C: 1.582 -6.391 2.059  -0.684
N: 0.227 -5.927 1.965  -0.081
C: -0.484 -6.389 0.751  -0.913
C: 0.101 -5.567 -0.539  0.466
O: 0.517 -6.367 -1.652  -0.440
C: 1.400 -5.727 -2.509  -0.786
H: 1.349 -10.106 3.778  0.329
H: 1.235 -9.696 5.337  0.330
H: 2.862 -9.735 4.617  0.300
H: 1.268 -8.599 2.022  0.402
H: 2.751 -8.150 2.444  0.513
H: 2.041 -6.333 1.072  0.387
H: 2.025 -5.807 2.866  0.233
H: -0.048 -6.336 2.846  0.279
H: -1.512 -6.074 0.932  0.413
H: -0.512 -7.463 0.569  0.291
H: 0.892 -4.920 -0.162  -0.276
H: -0.612 -4.799 -0.840  0.283
H: 1.835 -6.607 -2.984  0.355
H: 2.258 -5.360 -1.946  0.290
H: 1.063 -4.965 -3.211  0.304
C: 1.690 -2.064 0.114  -1.563
O: 2.285 -0.775 -0.059  0.175
C: 1.344 0.270 -0.033  0.283
C: 0.815 0.741 1.397  -0.713
N: -0.288 -0.055 1.939  0.077
C: -1.602 0.106 1.216  0.453
C: -2.888 -0.658 1.736  -0.869
O: -2.790 -2.051 1.501  -0.354
C: -1.992 -2.920 2.190  -0.365
H: 1.041 -2.272 -0.737  -0.020
H: 1.074 -2.119 1.012  0.616
H: 2.506 -2.782 0.032  0.658
H: 0.476 0.110 -0.672  -0.373
H: 1.835 1.146 -0.457  0.339
H: 0.489 1.781 1.433  0.128
H: 1.686 0.678 2.048  0.341
H: -0.317 -0.085 2.948  0.224
H: -1.403 -0.190 0.186  -0.055
H: -1.865 1.155 1.355  -0.093
H: -3.831 -0.219 1.411  0.408
H: -2.889 -0.526 2.818  0.164
H: -1.029 -2.520 2.508  0.260
H: -2.010 -3.919 1.754  -0.045
H: -2.417 -2.990 3.191  0.369
C: 4.118 4.165 -0.489  -0.535
O: 3.736 5.073 0.507  -0.457
C: 2.385 4.850 0.980  -0.055
C: 1.771 5.580 2.144  -0.699
N: 1.502 6.975 1.798  -0.387
C: 1.026 7.855 2.802  -0.564
C: 1.961 8.259 3.941  -0.650
O: 1.955 7.249 4.982  -0.365
C: 0.882 7.138 5.943  -0.660
H: 5.183 4.253 -0.702  0.330
H: 3.612 4.225 -1.453  0.274
H: 3.928 3.167 -0.096  0.170
H: 2.217 3.782 1.114  0.052
H: 1.825 5.223 0.123  0.208
H: 2.296 5.605 3.099  0.556
H: 0.817 5.113 2.389  0.274
H: 0.711 6.922 1.172  0.240
H: 0.065 7.498 3.173  0.399
H: 0.718 8.709 2.199  0.361
H: 1.723 9.244 4.343  0.403
H: 2.949 8.237 3.483  0.346
H: 0.466 6.130 5.957  0.222
H: 0.140 7.832 5.550  0.343
H: 1.251 7.497 6.903  0.228
N: 4.506 -2.422 1.948  -0.305
C: 4.702 -3.672 2.262  0.665
N: 5.743 -3.850 3.072  -0.513
O: 4.125 -4.562 1.758  -0.538
H: 4.875 -1.795 2.648  0.215
H: 3.829 -2.201 1.232  -0.057
H: 6.153 -4.755 2.890  0.266
H: 6.254 -3.003 3.274  0.160
O: 4.634 -1.785 -1.312  -0.559
C: 4.312 -1.627 -2.695  0.071
C: 4.855 -0.401 -3.409  -0.673
O: 4.341 0.774 -2.944  -0.409
H: 4.188 -1.121 -0.781  0.333
H: 4.579 -2.531 -3.242  0.398
H: 3.229 -1.589 -2.811  -0.218
H: 4.668 -0.576 -4.469  0.431
H: 5.937 -0.451 -3.288  0.359
H: 4.513 1.417 -3.635  0.255
O: -3.388 -0.279 7.737  -0.530
C: -2.554 -1.403 7.491  -0.404
C: -1.805 -1.212 6.090  -0.108
O: -1.023 0.056 5.980  -0.537
H: -3.993 -0.399 8.473  0.298
H: -1.764 -1.449 8.240  0.257
H: -3.221 -2.265 7.463  0.333
H: -2.490 -1.105 5.249  0.011
H: -1.147 -2.044 5.840  0.366
H: -1.614 0.808 6.066  0.315